Record 1
Formula: CH4O2S2
Source: OMol25
Level of theory: ωB97M-V/def2-TZVPD

XYZ file:
```
9
Properties=species:S:1:pos:R:3:forces:R:3
S 2.10994 -0.34335 -0.08405 0.2 5.8 -0.8
S 0.39850 -1.07246 0.91119 -4.3 -2.1 3.0
O 2.75938 -1.44111 -0.61050 2.6 -4.0 -1.8
O 1.69188 0.76015 -0.91728 0.6 0.8 -0.8
C -0.78758 -0.17606 -0.09689 -0.7 0.8 0.7
H -0.46440 0.37792 -0.95512 0.8 1.1 0.2
H 2.84005 0.23675 0.91701 0.6 -0.1 0.4
H -1.51540 0.37642 0.59306 1.2 -0.7 -0.9
H -1.34392 -0.90270 -0.62654 -1.0 -1.5 0.1
```
Positions in Å, forces in eV/Å.

2S+1 = 3
energy = -26861.3165 eV
E_HOMO (alpha / beta) = -5.56 / -10.84 eV

Record 2
Formula: C24H40AlF4N3O4P2S
Source: OMol25
Level of theory: ωB97M-V/def2-TZVPD

XYZ file:
```
79
Properties=species:S:1:pos:R:3:forces:R:3
S 0.25884 4.30040 -2.28669 0.2 0.0 0.1
P 2.44731 -1.15497 1.06865 1.1 -1.3 0.0
P 0.88587 2.62612 -3.04769 -0.2 1.3 0.4
Al 4.73537 3.04080 -5.76697 0.3 0.3 -0.4
F 4.39839 4.72024 -5.87285 0.1 -0.9 0.2
F 4.32867 2.47929 -4.15529 -0.2 0.0 -0.5
F 3.76259 2.18276 -6.90171 0.3 0.3 0.8
F 6.39809 2.74979 -6.07579 -0.9 0.0 0.3
O -4.77317 -4.08594 1.58268 0.4 0.4 -0.1
O 5.23072 -1.09000 -2.00907 0.4 0.2 -0.7
O -0.69163 1.14091 1.12463 0.3 0.7 0.5
O 0.22197 -1.15384 -0.25634 0.6 0.1 0.1
N 1.99879 -0.72197 -1.75545 0.8 0.4 -2.4
N -1.86220 -2.73346 0.64338 -0.5 -0.9 0.3
N 2.93218 -1.67973 -2.20841 0.4 0.2 0.4
C 1.63670 -0.65089 2.68212 -0.1 -0.1 -0.4
C -1.42785 -0.16493 -2.91259 0.0 0.4 0.1
C -0.94264 0.90378 -2.12122 -0.9 -1.4 -0.5
C 4.14192 -0.36886 1.15610 -0.6 1.2 0.7
C -2.35498 -3.57644 1.77423 -0.1 0.2 -1.1
C -1.29889 2.50614 4.60017 0.0 -0.8 -0.6
C -2.79470 -0.36626 -3.12512 0.1 0.0 -0.2
C -1.91306 1.74769 -1.55933 0.1 0.4 0.4
C -1.31860 2.03291 2.07327 -0.1 0.2 0.5
C -3.28261 1.54601 -1.76275 -0.4 -0.5 -0.5
C 0.45573 -1.61735 2.98747 0.4 0.3 0.7
C 1.21728 1.08488 -0.51987 -0.7 0.9 -0.7
C 1.52488 0.07950 -2.63979 -2.6 0.8 0.9
C -3.80325 -3.22807 2.19569 0.3 -0.2 1.2
C 0.56778 1.08652 -1.96978 0.7 0.6 -1.0
C -0.72135 -3.43372 0.06517 1.3 0.8 1.0
C 0.24619 -2.51038 -0.71178 -1.0 -1.1 -1.4
C 1.43820 -0.46873 -0.39101 0.2 0.9 2.2
C -1.48113 1.41844 3.48610 -0.1 0.6 0.2
C -4.16110 -1.74121 2.02152 -0.1 -0.8 0.4
C 4.12132 -1.28504 -2.19163 -0.5 -0.6 1.3
C -3.74866 0.48969 -2.56135 0.8 0.0 0.1
C 2.52026 1.96059 -0.60558 0.2 -1.0 1.1
C 0.42585 1.83342 0.58500 -0.2 -0.5 -0.3
H -3.87055 -3.44299 3.28732 0.2 0.2 -0.4
H 4.86878 -1.04710 1.63245 -0.4 0.0 -0.6
H 1.14399 2.08298 1.39402 -0.3 -0.1 -0.3
H 2.42098 -0.82466 3.44478 -0.1 0.1 -0.6
H -3.38889 -1.15515 2.55724 -0.3 -0.1 -0.5
H -1.61238 -3.48137 2.59361 -0.6 -0.2 0.0
H -0.71044 2.95260 2.19828 -0.1 -0.5 -0.2
H -4.22150 -1.47285 0.95750 0.0 0.1 0.4
H 4.05838 0.49036 1.85550 0.2 -0.3 -0.4
H -2.16806 3.17928 4.59856 0.4 -0.1 0.3
H 0.47727 -1.88787 4.06125 -0.1 0.2 -0.4
H -1.62712 2.60384 -0.94695 0.0 -0.3 -0.3
H -4.03605 2.21666 -1.33658 0.6 -0.1 0.0
H -4.81114 0.32632 -2.76392 0.4 0.2 0.2
H -0.36529 3.06548 4.41333 -0.5 -0.1 0.1
H 0.08189 2.78905 0.14388 0.4 -0.3 0.1
H 0.14882 2.38410 -4.23683 0.6 -0.6 0.2
H 1.74765 0.11273 -3.71605 0.3 -0.6 0.5
H -1.16920 1.98904 5.56651 -0.4 0.4 -0.3
H -0.10257 -2.50692 -1.76910 0.2 0.2 0.5
H -4.61334 -4.96274 1.95528 -0.2 0.1 -0.2
H 0.59524 -2.56256 2.44097 -0.3 0.4 0.1
H -2.48850 0.97399 3.56492 0.5 -0.1 0.1
H -3.10106 -1.19497 -3.77346 0.1 0.3 0.3
H -0.72128 0.65114 3.68509 -0.3 0.2 -0.4
H 2.28230 2.58308 -3.33893 -0.4 -0.2 -0.2
H 1.23769 -2.99132 -0.72462 -0.2 0.5 0.3
H -0.99297 -4.26748 -0.60264 -0.3 0.4 0.2
H 3.25304 1.58855 -1.33986 -0.2 0.4 0.1
H 1.37886 0.41748 2.71871 -0.1 -0.4 0.1
H -2.29319 2.37964 1.68014 0.3 -0.3 0.0
H 2.26601 3.02484 -0.75231 0.0 -0.6 -0.3
H -0.71971 -0.84390 -3.40211 -0.3 0.2 0.2
H -0.13395 -3.89013 0.90266 -0.1 0.0 -0.5
H -1.57928 -1.86752 1.09411 0.3 0.1 -0.6
H 4.50444 0.05468 0.21036 0.0 -0.4 0.3
H -2.33279 -4.61900 1.40122 -0.1 0.4 0.4
H 2.99283 1.93069 0.39432 0.0 -0.1 -0.6
H -0.51051 -1.13374 2.79391 0.3 -0.4 -0.2
H -5.11206 -1.57229 2.55570 0.3 0.1 -0.5
```
Positions in Å, forces in eV/Å.

energy = -85079.6305 eV
E_HOMO = -9.29 eV

Record 3
Formula: C46H48BIN14P2RuSe2
Source: OMol25
Level of theory: ωB97M-V/def2-TZVPD

XYZ file:
```
115
Properties=species:S:1:pos:R:3:forces:R:3
I -0.84540 -2.77670 -2.94540 -0.1 0.1 -0.3
Ru 0.21520 0.16720 -0.08070 1.3 0.6 -0.3
Se 0.00550 0.28540 7.07680 -0.6 0.1 0.0
Se -2.68960 -0.45100 -0.19200 1.2 0.4 -0.4
P -3.07810 -0.36700 1.91020 -0.3 0.0 1.3
P -1.65620 0.28300 5.75710 0.6 0.2 1.6
N 3.49200 0.12660 0.36840 0.2 -0.6 0.5
N -0.60020 2.50280 -0.76570 1.0 -1.1 0.5
N 2.30540 1.60620 2.10250 0.1 -0.5 0.5
N 0.45710 -2.21680 0.06650 -0.4 1.1 0.2
N 1.69790 -3.79790 0.77250 0.8 -0.8 0.5
N 0.23770 -0.46520 4.10220 0.2 -0.1 0.3
N 1.13890 1.63830 1.46950 -1.4 -1.2 -1.3
N 0.18290 -0.00830 -2.68300 -0.2 0.0 0.9
N 2.51030 0.02690 -0.52950 -2.2 0.2 -0.1
N 0.57940 -0.75390 2.88930 0.8 -0.3 -0.3
N -0.70180 4.69320 -0.72920 0.2 -0.3 0.0
N -0.45180 -0.66990 2.08990 -0.4 0.4 -0.7
N 1.69140 -2.61360 0.33970 0.9 0.4 0.0
N 0.43870 -4.22890 0.81200 -0.8 1.5 -0.6
C -5.29600 3.06090 2.19710 0.0 0.1 0.1
C 0.89560 2.67680 3.42580 -0.3 0.1 -0.5
C -5.54420 1.84040 4.25510 -0.1 0.0 0.1
C -0.43660 -0.57540 -4.92580 0.1 0.1 0.0
C -3.49270 3.73540 6.88010 0.0 0.0 0.0
C -1.90270 2.89280 -0.90600 -0.7 0.2 -0.1
C -4.16850 0.96930 2.49390 0.2 -0.4 -0.3
C -0.69590 -6.46710 -0.97560 0.1 -0.1 0.2
C 0.49960 1.55850 -4.45550 0.1 -0.1 0.0
C -1.98780 4.25090 -0.87400 -0.2 -0.4 0.0
C -4.46860 2.06700 1.70150 0.1 0.0 -0.1
C -2.41820 1.93930 5.70210 0.1 -0.4 -0.2
C -4.38900 -3.10370 7.25130 0.0 0.0 -0.1
C -2.68470 -2.26420 5.79110 0.0 0.1 -0.1
C 0.30230 -6.61760 0.16670 0.0 0.3 0.0
C -3.80770 -4.21060 3.04770 0.1 -0.1 -0.1
C -2.89310 2.48930 6.88860 0.0 -0.1 0.0
C -4.70160 0.85700 3.77640 0.0 -0.1 -0.1
C -4.57610 -1.82820 7.75940 0.0 0.0 0.1
C -3.16640 -3.03640 2.69490 0.0 0.0 -0.1
C -5.30350 -1.94640 2.48420 0.1 0.1 0.0
C 0.10990 3.61170 -0.67850 0.6 0.4 0.0
C 1.73710 -6.58230 -0.35010 -0.2 -0.2 0.1
C -1.53790 -0.31260 2.81340 0.0 0.1 0.0
C -3.56430 4.46390 5.70280 0.0 0.0 0.0
C 2.19500 2.22590 3.28280 -0.3 -0.2 -0.3
C 0.26610 2.27380 2.25330 -0.2 0.5 0.5
C -5.19030 -4.24790 3.14350 -0.1 0.0 0.0
C -3.00480 3.95780 4.54140 0.1 0.1 0.0
C -2.44510 2.69260 4.53580 0.1 0.0 0.1
C -1.07690 -0.17450 4.13050 -0.5 -0.1 -0.6
C -5.93800 -3.11720 2.85560 -0.1 -0.1 0.0
C -3.44740 -3.31800 6.25800 0.0 -0.1 0.2
C 0.61900 1.16750 -3.13540 0.2 0.4 -0.2
C 1.58390 3.76240 -0.57890 0.0 -0.1 0.2
C -0.30650 -0.84930 -3.57410 -0.3 -0.7 0.0
C -3.82910 -0.76520 7.28140 0.0 0.1 -0.1
C 4.21350 -1.25360 -1.20170 -0.4 0.3 -0.1
C -3.91560 -1.89510 2.43400 0.1 0.3 -0.3
C 0.07840 -5.54590 1.25070 0.0 -1.1 0.1
C 4.53080 -0.62850 -0.01180 -0.4 0.0 -0.2
C 2.92250 -0.81810 -1.47870 0.6 -0.3 -0.4
C -5.83620 2.94360 3.46870 -0.1 -0.1 -0.1
C -0.33370 -3.22950 0.36420 0.1 -0.1 0.2
C -2.87600 -0.97870 6.28950 0.2 0.2 -0.4
C -0.04490 0.67230 -5.37160 0.0 0.0 0.2
B 3.63690 1.12560 1.52070 0.5 0.6 0.0
H -2.03050 2.28970 3.62460 0.0 0.0 0.0
H -2.76610 1.94750 7.81580 0.0 0.0 0.0
H 1.09120 1.80080 -2.40030 0.0 0.0 -0.1
H -6.50080 3.70770 3.84230 0.0 0.1 0.1
H -2.68320 2.18080 -1.08160 -0.1 -0.1 0.1
H -4.04730 5.42940 5.69770 0.0 0.1 0.0
H 4.82000 -1.92180 -1.77750 0.1 -0.1 -0.1
H -0.54260 -7.26210 -1.69840 0.0 -0.1 -0.2
H -2.08580 -2.99640 2.63270 0.1 0.0 0.1
H -3.99330 0.22140 7.68680 0.0 0.0 0.0
H -5.96130 1.75630 5.24790 0.0 0.0 0.1
H -5.88470 -1.07220 2.23010 -0.1 0.1 0.1
H -7.01590 -3.14120 2.91780 -0.1 0.0 0.0
H -1.72080 -6.52410 -0.61500 -0.2 0.0 0.0
H -2.82630 4.91380 -0.92340 -0.2 0.1 -0.1
H -4.97400 -3.92760 7.63000 -0.1 -0.1 0.1
H -0.97400 -5.53070 1.54410 0.1 0.1 0.1
H -5.52090 3.92850 1.59460 -0.1 0.0 -0.1
H -5.68750 -5.16240 3.43280 0.0 -0.1 0.0
H 2.08850 2.81710 -0.77640 0.0 0.1 0.1
H -4.06540 2.13410 0.70030 0.0 0.0 0.0
H -0.75220 2.42240 1.93090 0.0 -0.1 0.0
H -0.56150 -5.51900 -1.49480 0.0 0.1 -0.1
H 1.92160 -5.66770 -0.90960 0.1 0.0 0.0
H 1.85510 4.08290 0.42790 0.1 -0.1 0.0
H -1.39930 -3.27630 0.26500 -0.2 0.1 0.0
H 2.30560 -1.08670 -2.31550 -0.2 0.0 0.1
H -0.82170 -1.32720 -5.59500 -0.1 0.0 0.0
H -3.23050 -5.10200 3.25150 0.0 0.0 0.1
H 3.02250 2.30800 3.95430 0.3 0.0 0.0
H 4.21130 2.09130 1.08670 0.1 0.3 -0.1
H -0.14870 0.93960 -6.41010 0.0 0.0 -0.2
H 1.90810 -7.42330 -1.01580 0.0 -0.1 -0.1
H 0.12200 -7.57940 0.65780 0.0 0.1 0.0
H 4.27690 0.62480 2.38560 0.1 -0.2 0.2
H -0.39950 5.65410 -0.68990 0.0 -0.1 0.0
H -3.88710 4.14770 7.79650 0.0 0.0 0.1
H 0.84750 2.52680 -4.77160 0.1 0.2 0.0
H -3.29280 -4.31240 5.86680 0.0 -0.1 0.0
H 2.44540 -6.63890 0.47340 0.1 0.0 0.0
H -1.92270 -2.43290 5.04190 0.0 0.0 0.0
H -3.00210 4.55030 3.63790 -0.1 0.0 -0.1
H -5.29350 -1.66560 8.55050 -0.1 0.0 0.0
H 5.43350 -0.66080 0.56480 0.1 0.1 0.2
H -4.46210 -0.00590 4.38400 -0.1 0.0 0.1
H 0.46990 3.21180 4.24770 -0.1 0.1 0.2
H 0.69480 -5.77670 2.12280 -0.1 0.1 0.0
H 1.93000 4.52420 -1.27880 0.0 -0.1 0.0
```
Positions in Å, forces in eV/Å.

2S+1 = 2
energy = -229964.8179 eV
total charge = +1
E_HOMO (alpha / beta) = -9.01 / -9.02 eV

Record 4
Formula: C4H5NO
Source: OMol25
Level of theory: ωB97M-V/def2-TZVPD

XYZ file:
```
11
Properties=species:S:1:pos:R:3:forces:R:3
O -0.28898 -2.16654 -0.92734 -0.2 0.4 -0.1
N -0.97633 -0.56667 0.59193 0.1 -0.2 0.1
C 0.53864 0.16863 -0.99454 0.1 -0.1 0.0
C -0.30007 0.55084 1.11511 0.2 0.1 0.0
C 0.59593 1.02358 0.24410 -0.2 0.0 0.2
C -0.26659 -1.03477 -0.50801 -0.1 -0.3 -0.2
H -0.05395 0.63896 -1.79571 0.1 0.0 0.1
H 1.26888 1.85123 0.40813 -0.1 0.0 0.0
H -1.50919 -1.20806 1.15894 0.1 0.0 0.0
H 1.50006 -0.12035 -1.42277 -0.1 0.0 0.1
H -0.50841 0.86315 2.13016 0.0 0.1 -0.2
```
Positions in Å, forces in eV/Å.

energy = -7766.4102 eV
SMILES = O=C1CC=CN1
E_HOMO = -8.77 eV